Below is a 6-piece molecular cluster, C40H72BF5NO5 overall, with properties calculated with ωB97M-V/def2-TZVPD.

Element x y z (Å)
C1 9.87 -2.66 -1.58
C2 9.04 -1.87 -0.57
C3 8.78 -0.43 -1.00
C4 7.89 0.31 -0.01
C5 7.56 1.74 -0.45
C6 6.22 1.80 -1.18
C7 5.04 1.85 -0.20
C8 3.69 1.40 -0.81
C9 2.57 2.45 -0.82
C10 1.74 2.47 -2.11
C11 0.30 2.94 -1.89
C12 -0.64 1.82 -1.39
C13 -1.94 1.69 -2.20
C14 -3.08 2.55 -1.62
C15 -3.90 1.82 -0.53
B1 -5.48 1.63 -0.91
C16 -6.39 1.17 0.38
N1 -6.19 2.05 1.57
C17 -5.50 1.38 2.65
C18 -5.79 0.60 -2.14
F1 -4.98 0.81 -3.28
F2 -7.09 0.82 -2.63
C19 -5.70 -0.89 -1.86
C20 -6.79 -1.73 -2.01
C21 -6.69 -3.09 -1.74
C22 -5.50 -3.63 -1.30
C23 -4.41 -2.78 -1.14
C24 -3.12 -3.38 -0.67
F3 -2.18 -2.46 -0.38
F4 -2.57 -4.23 -1.59
F5 -3.29 -4.14 0.45
C25 -4.50 -1.43 -1.42
H1 9.27 -2.89 -2.47
H2 10.77 -2.13 -1.88
H3 10.17 -3.62 -1.15
H4 8.08 -2.36 -0.45
H5 9.54 -1.88 0.40
H6 9.72 0.10 -1.10
H7 8.29 -0.44 -1.98
H8 6.95 -0.24 0.09
H9 8.38 0.32 0.97
H10 8.36 2.12 -1.09
H11 7.52 2.39 0.43
H12 6.15 2.66 -1.84
H13 6.11 0.91 -1.81
H14 5.28 1.24 0.67
H15 4.95 2.88 0.16
H16 3.87 1.09 -1.84
H17 3.35 0.51 -0.29
H18 1.91 2.32 0.04
H19 3.04 3.44 -0.70
H20 1.74 1.46 -2.54
H21 2.24 3.12 -2.83
H22 -0.08 3.35 -2.83
H23 0.31 3.77 -1.18
H24 -0.09 0.88 -1.40
H25 -0.92 2.04 -0.36
H26 -1.73 1.99 -3.23
H27 -2.24 0.65 -2.19
H28 -2.63 3.46 -1.22
H29 -3.75 2.80 -2.44
H30 -3.37 0.90 -0.25
H31 -3.90 2.43 0.38
H32 -5.90 2.73 -1.28
H33 -7.44 1.22 0.09
H34 -6.19 0.13 0.68
H35 -7.11 2.29 1.92
H36 -4.54 1.01 2.30
H37 -5.35 2.06 3.49
H38 -6.06 0.50 3.02
H39 -7.73 -1.34 -2.35
H40 -7.54 -3.73 -1.88
H41 -5.41 -4.68 -1.09
H42 -3.64 -0.80 -1.30
C26 -6.63 4.71 6.21
C27 -5.77 3.47 6.27
O1 -4.86 3.29 5.50
C28 -6.11 2.46 7.35
H43 -6.29 5.34 5.39
H44 -7.68 4.43 6.04
H45 -6.58 5.26 7.15
H46 -7.13 2.11 7.22
H47 -6.03 2.93 8.34
H48 -5.42 1.62 7.29
C29 -6.06 -8.55 1.00
C30 -5.74 -7.97 -0.36
O2 -6.41 -7.09 -0.85
C31 -4.54 -8.54 -1.08
H49 -6.93 -8.05 1.41
H50 -6.25 -9.62 0.91
H51 -5.21 -8.40 1.67
H52 -4.67 -9.61 -1.24
H53 -3.64 -8.39 -0.48
H54 -4.42 -8.04 -2.04
C32 7.94 3.46 4.78
C33 7.67 2.17 4.04
O3 7.89 2.07 2.86
C34 7.11 1.03 4.84
H55 8.34 4.20 4.10
H56 7.02 3.83 5.23
H57 8.66 3.28 5.59
H58 6.15 1.32 5.29
H59 7.79 0.76 5.65
H60 6.95 0.17 4.20
C35 -5.02 5.48 -4.48
C36 -3.53 5.49 -4.72
O4 -2.77 6.14 -4.04
C37 -3.02 4.63 -5.86
H61 -5.25 6.11 -3.63
H62 -5.55 5.84 -5.36
H63 -5.35 4.46 -4.26
H64 -3.47 4.96 -6.80
H65 -3.31 3.59 -5.69
H66 -1.94 4.71 -5.92
C38 5.13 -5.46 0.71
C39 6.63 -5.39 0.58
O5 7.33 -4.93 1.46
C40 7.23 -5.92 -0.70
H67 4.82 -5.05 1.67
H68 4.65 -4.89 -0.09
H69 4.79 -6.50 0.64
H70 6.83 -5.37 -1.55
H71 6.98 -6.98 -0.82
H72 8.31 -5.80 -0.67

Output
Molar mass: 752.82 g/mol
F_max: 0.52 eV/Å
HOMO level: -4.47 eV
Charge: -1
HOMO-LUMO gap: 6.403 eV
Energy relative to the best compared isomer or geometry (same formula, charge and spin): 0.0 kJ/mol

Below is C40H72Br18ClFNOS as an isolated structure in a non-equilibrium geometry, with properties calculated with ωB97M-V/def2-TZVPD.

Element x y z (Å)
C1 4.73 2.85 -4.05
C2 3.07 3.04 -3.99
C3 2.61 2.74 -2.45
F1 3.81 2.45 -1.59
C4 1.57 1.48 -2.26
C5 0.18 1.59 -1.34
C6 -0.29 2.96 -0.57
C7 -0.83 0.27 -1.14
C8 -2.23 0.31 -0.26
C9 -2.23 -0.75 1.01
C10 -0.83 -0.76 1.88
S1 -0.92 -2.28 3.03
N1 -0.51 -1.07 -1.83
O1 -1.33 -2.17 -1.74
C11 0.74 -1.29 -2.71
C12 0.97 -2.74 -3.43
C13 1.45 -3.95 -2.44
C14 2.88 -3.70 -1.67
C15 4.16 -3.46 -2.69
C16 3.22 -5.12 -0.86
C17 4.41 -4.93 0.28
C18 3.95 -3.78 1.37
C19 4.53 -2.41 1.47
C20 4.89 -1.40 0.23
C21 4.88 -1.86 3.00
C22 1.81 -0.02 -2.95
Cl1 3.29 -0.40 -4.04
H1 5.08 1.78 -3.71
H2 5.22 3.68 -3.36
H3 5.14 3.09 -5.14
H4 2.53 2.35 -4.78
H5 2.85 4.15 -4.27
H6 2.17 3.77 -2.03
H7 -0.38 2.81 0.60
H8 0.39 3.90 -0.77
H9 -1.39 3.24 -0.94
H10 -3.16 0.10 -0.97
H11 -2.44 1.37 0.22
H12 -2.50 -1.84 0.63
H13 -3.11 -0.43 1.75
H14 -0.83 0.17 2.60
H15 0.14 -0.86 1.22
H16 -0.13 -2.04 4.19
H17 -1.03 -2.73 -0.97
H18 1.69 -2.73 -4.35
H19 -0.10 -3.07 -3.86
H20 0.64 -4.27 -1.64
H21 1.60 -4.91 -3.13
H22 2.71 -2.79 -0.93
H23 4.62 -2.39 -2.40
H24 3.87 -3.40 -3.82
H25 5.02 -4.24 -2.49
H26 3.70 -5.85 -1.68
H27 2.26 -5.64 -0.45
H28 5.42 -4.61 -0.26
H29 4.58 -5.95 0.86
H30 3.06 -4.09 2.10
H31 3.98 -1.09 -0.44
H32 5.71 -1.86 -0.49
H33 5.34 -0.39 0.67
H34 4.08 -1.03 3.23
H35 5.99 -1.46 2.95
H36 4.76 -2.79 3.74
Br1 1.96 7.20 -8.08
C23 1.81 5.36 -7.45
C24 0.66 5.20 -6.49
Br2 1.10 5.92 -4.73
H37 2.77 5.09 -7.02
H38 1.64 4.77 -8.35
H39 0.44 4.14 -6.32
H40 -0.26 5.70 -6.82
Br3 5.71 -5.02 2.08
C25 7.14 -5.77 3.17
C26 6.72 -7.07 3.81
Br4 5.51 -6.77 5.31
H41 7.42 -5.00 3.90
H42 7.98 -5.92 2.49
H43 7.58 -7.59 4.24
H44 6.20 -7.74 3.12
Br5 -2.88 10.10 -4.08
C27 -1.11 10.31 -3.28
C28 -0.54 8.98 -2.86
Br6 -1.38 8.33 -1.22
H45 -1.23 11.02 -2.45
H46 -0.50 10.77 -4.06
H47 0.52 9.08 -2.62
H48 -0.66 8.20 -3.61
Br7 -3.53 3.58 -2.35
C29 -5.03 4.40 -1.43
C30 -4.66 4.81 -0.02
Br8 -4.58 3.26 1.16
H49 -5.86 3.69 -1.47
H50 -5.29 5.28 -2.03
H51 -5.42 5.46 0.41
H52 -3.69 5.30 0.04
Br9 2.56 -0.96 5.83
C31 2.17 -1.72 7.58
C32 1.38 -3.00 7.45
Br10 -0.49 -2.64 7.03
H53 1.66 -0.95 8.16
H54 3.15 -1.92 8.03
H55 1.35 -3.54 8.41
H56 1.76 -3.67 6.68
Br11 -1.09 0.92 8.06
C33 -2.68 1.81 7.36
C34 -3.83 0.84 7.22
Br12 -3.60 -0.32 5.67
H57 -2.39 2.27 6.41
H58 -2.91 2.59 8.09
H59 -4.76 1.38 7.04
H60 -3.96 0.19 8.09
Br13 -7.68 4.18 -5.26
C35 -7.83 2.34 -4.63
C36 -8.99 2.18 -3.67
Br14 -8.54 2.91 -1.91
H61 -6.87 2.07 -4.20
H62 -8.00 1.75 -5.54
H63 -9.20 1.13 -3.50
H64 -9.90 2.69 -4.00
Br15 -8.13 2.79 4.74
C37 -9.17 2.08 3.24
C38 -8.41 2.22 1.94
Br16 -8.45 4.06 1.29
H65 -10.13 2.60 3.24
H66 -9.33 1.03 3.48
H67 -8.89 1.64 1.15
H68 -7.36 1.93 2.01
Br17 2.07 -9.25 -0.40
C39 1.23 -9.05 1.35
C40 -0.18 -8.52 1.23
Br18 -0.19 -6.61 0.84
H69 1.88 -8.40 1.95
H70 1.23 -10.05 1.78
H71 -0.71 -8.62 2.18
H72 -0.76 -9.01 0.44

Output
Molar mass: 2107.81 g/mol
F_max: 8.69 eV/Å
HOMO level: -8.80 eV
Charge: +1
HOMO-LUMO gap: 4.531 eV